{
  "formula": "C42H94N4O7S3",
  "method": "the ωB97M-V functional and the def2-TZVPD basis",
  "lumo_energy_ev": 0.1553,
  "total_charge": 0,
  "relative_energy_ev": 8.595,
  "homo_ev": -7.790,
  "homo_lumo_gap_ev": 7.9450,
  "species": ["C", "S", "O", "C", "H", "H", "H", "H", "H", "H", "C", "S", "O", "C", "H", "H", "H", "H", "H", "H", "C", "S", "O", "C", "H", "H", "H", "H", "H", "H", "C", "C", "C", "C", "C", "C", "N", "O", "C", "C", "C", "H", "H", "H", "H", "H", "H", "H", "H", "H", "H", "H", "H", "H", "H", "H", "H", "H", "H", "H", "C", "C", "C", "C", "C", "C", "N", "O", "C", "C", "C", "H", "H", "H", "H", "H", "H", "H", "H", "H", "H", "H", "H", "H", "H", "H", "H", "H", "H", "H", "C", "C", "C", "C", "C", "C", "N", "O", "C", "C", "C", "H", "H", "H", "H", "H", "H", "H", "H", "H", "H", "H", "H", "H", "H", "H", "H", "H", "H", "H", "C", "C", "C", "C", "C", "C", "N", "O", "C", "C", "C", "H", "H", "H", "H", "H", "H", "H", "H", "H", "H", "H", "H", "H", "H", "H", "H", "H", "H", "H"],
  "positions_angstrom": [[-2.056, 23.285, 7.686], [-1.645, 24.642, 8.861], [-0.181, 24.590, 9.237], [-1.934, 26.126, 7.835], [-2.015, 22.236, 7.978], [-1.350, 23.310, 6.855], [-2.896, 23.585, 7.058], [-2.990, 26.090, 7.566], [-1.409, 25.926, 6.901], [-1.603, 27.117, 8.148], [-4.058, 12.766, 15.016], [-2.801, 11.487, 14.991], [-2.018, 11.532, 13.682], [-1.591, 12.207, 16.247], [-3.622, 13.718, 15.318], [-4.875, 12.497, 15.686], [-4.476, 12.866, 14.015], [-2.181, 12.897, 16.851], [-0.933, 12.706, 15.535], [-1.017, 11.562, 16.912], [8.681, 19.025, 9.529], [9.122, 17.182, 9.391], [10.507, 17.035, 10.034], [8.007, 16.442, 10.630], [8.806, 19.243, 10.590], [7.734, 19.317, 9.074], [9.453, 19.628, 9.051], [8.389, 16.873, 11.556], [8.311, 15.414, 10.831], [6.943, 16.516, 10.405], [12.093, 17.722, 17.268], [11.084, 18.054, 16.266], [9.973, 18.983, 16.927], [10.398, 20.391, 17.386], [10.893, 21.164, 16.073], [11.955, 20.358, 15.290], [11.525, 18.927, 15.177], [12.326, 18.197, 14.490], [12.235, 21.070, 13.954], [13.299, 20.513, 16.060], [10.580, 16.713, 15.864], [12.184, 16.697, 17.629], [11.972, 18.294, 18.187], [13.140, 17.882, 17.010], [9.114, 19.019, 16.257], [9.640, 18.326, 17.731], [11.215, 20.586, 18.081], [9.629, 21.067, 17.759], [11.317, 22.167, 16.132], [10.040, 21.158, 15.394], [13.074, 20.697, 13.366], [11.356, 20.897, 13.333], [12.405, 22.136, 14.104], [14.115, 19.816, 15.871], [13.706, 21.519, 15.959], [13.038, 20.442, 17.116], [9.667, 16.741, 15.270], [10.101, 16.155, 16.668], [11.412, 16.197, 15.384], [11.924, 18.087, 13.625], [6.706, 11.486, 20.201], [5.394, 11.163, 19.456], [5.062, 9.645, 19.504], [4.380, 9.110, 20.756], [3.081, 10.027, 21.064], [3.512, 11.556, 21.345], [4.329, 11.944, 20.090], [4.511, 13.317, 19.964], [2.248, 12.424, 21.459], [4.288, 11.608, 22.632], [5.589, 11.462, 17.928], [7.039, 12.524, 20.205], [7.440, 10.967, 19.585], [6.803, 11.043, 21.192], [4.703, 9.116, 18.621], [5.964, 9.065, 19.697], [4.838, 8.837, 21.707], [3.911, 8.143, 20.576], [2.503, 9.737, 21.942], [2.284, 9.826, 20.347], [1.557, 12.164, 22.262], [2.428, 13.499, 21.466], [1.735, 12.235, 20.516], [4.749, 12.586, 22.771], [3.672, 11.314, 23.481], [4.955, 10.791, 22.903], [6.493, 10.943, 17.610], [5.959, 12.465, 17.716], [4.739, 11.179, 17.308], [4.071, 13.458, 19.123], [-2.355, 19.850, 21.956], [-2.391, 21.374, 21.922], [-3.018, 21.885, 20.580], [-3.823, 23.120, 20.738], [-4.845, 23.043, 21.858], [-4.106, 22.851, 23.181], [-3.272, 21.679, 23.039], [-2.788, 21.322, 24.251], [-3.293, 24.104, 23.660], [-5.282, 22.605, 24.264], [-1.021, 22.035, 22.050], [-1.687, 19.601, 21.131], [-3.193, 19.312, 21.514], [-1.861, 19.475, 22.853], [-2.216, 22.189, 19.908], [-3.421, 21.045, 20.015], [-4.170, 23.462, 19.763], [-3.093, 23.927, 20.805], [-5.579, 22.262, 21.661], [-5.533, 23.888, 21.877], [-2.684, 23.964, 24.553], [-2.457, 24.447, 23.050], [-3.983, 24.833, 24.084], [-4.959, 22.708, 25.300], [-6.190, 23.195, 24.142], [-5.712, 21.604, 24.264], [-0.892, 23.113, 21.964], [-0.296, 21.596, 21.365], [-0.597, 21.655, 22.979], [-2.158, 22.006, 24.491], [3.086, 19.760, 13.683], [1.875, 18.768, 13.828], [1.638, 18.515, 15.426], [0.195, 17.858, 15.713], [-0.826, 18.784, 15.180], [-0.656, 19.010, 13.593], [0.715, 19.564, 13.311], [0.919, 19.863, 11.910], [-1.232, 17.799, 12.851], [-1.525, 20.287, 13.274], [2.199, 17.450, 12.927], [3.934, 19.162, 14.017], [3.012, 20.619, 14.350], [3.212, 20.076, 12.647], [2.341, 17.724, 15.686], [1.976, 19.348, 16.042], [-0.001, 17.683, 16.771], [0.091, 16.854, 15.301], [-0.534, 19.706, 15.682], [-1.841, 18.532, 15.486], [-1.283, 18.162, 11.825], [-0.697, 16.870, 13.049], [-2.289, 17.722, 13.106], [-1.102, 21.276, 13.449], [-1.921, 20.248, 12.259], [-2.334, 20.387, 13.999], [1.319, 16.807, 12.917], [3.022, 16.916, 13.402], [2.502, 17.650, 11.899], [0.543, 20.729, 11.737]]
}